(1)
22
Properties=species:S:1:pos:R:3:forces:R:3:mulliken_charge:R:1 method="wB97M-V/def2-TZVPD" total_charge=+2 de_lowest_kj_mol=0.0 molar_mass_g_mol=206.1 smiles="C[C@H]1C=NC(=[NH2+])[C@H](Br)[N@@H+]1C" orbital_gap_ha=0.3362
C 2.126076 0.323776 -1.010413 0.020 0.058 -0.007 -1.321
C 0.598826 0.407602 -0.941951 0.169 0.425 -0.685 0.294
C -0.042141 -0.783164 -1.565164 0.216 -0.005 0.459 -0.313
N -0.665926 -1.673424 -0.911003 -0.136 -1.132 -0.668 -0.369
C -1.103323 -1.544657 0.340484 -0.246 0.488 0.192 0.467
N -1.398066 -2.587324 1.055039 0.032 0.166 -0.084 -0.203
C -1.295679 -0.126488 0.800762 0.497 1.296 -0.445 -0.425
Br -2.770305 0.757103 -0.187229 1.055 -0.700 0.699 0.143
N 0.135500 0.612113 0.472202 -1.695 -1.381 0.337 -0.258
C 0.079536 2.036408 0.844332 0.004 1.126 0.313 -0.917
H 2.509178 -0.510665 -0.430895 0.028 -0.185 0.122 0.445
H 2.592528 1.243342 -0.667531 -0.040 0.094 0.064 0.397
H 2.440725 0.180832 -2.040494 -0.025 -0.024 -0.125 0.424
H 0.268415 1.270446 -1.539429 -0.037 -0.049 0.258 0.279
H 0.053116 -0.917214 -2.639569 0.054 0.075 -0.063 0.498
H -1.841068 -2.536471 1.968532 0.142 0.114 -0.043 0.296
H -1.261521 -3.521444 0.665672 -0.019 0.140 -0.047 0.311
H -1.460463 -0.003649 1.873100 0.064 0.048 -0.177 0.622
H 0.822021 0.157652 1.087773 -0.122 0.000 -0.019 0.472
H -0.649387 2.569394 0.238508 -0.024 -0.204 -0.105 0.453
H -0.192165 2.147676 1.890783 -0.005 -0.173 0.075 0.373
H 1.054116 2.498166 0.696499 0.069 -0.178 -0.053 0.332



(2)
83
Properties=species:S:1:pos:R:3:forces:R:3:mulliken_charge:R:1 method="wB97M-V/def2-TZVPD" total_charge=+2 molar_mass_g_mol=640.3 orbital_gap_ha="0.2223 / 0.1320" multiplicity=3
C -0.639045 6.809728 -3.795539 -0.007 -0.003 -0.130 -0.420
C -0.836763 5.456292 -4.143028 0.007 0.252 -0.475 0.558
C -1.132968 5.145812 -5.484398 -0.037 0.286 -0.071 -0.426
C -1.227814 6.192440 -6.417566 0.212 -0.610 1.223 -0.329
N -1.037036 7.453231 -6.051294 -0.100 0.764 -0.708 -0.553
C -0.753113 7.789441 -4.798270 -0.020 -1.339 0.517 -0.324
C -0.743794 4.395373 -3.164514 0.191 -0.625 0.976 0.205
C -0.657714 3.537257 -2.300402 -0.203 2.135 -1.712 -1.167
C -0.702098 2.618638 -1.238095 -0.306 -0.158 -0.336 0.934
C 0.316034 2.599665 -0.278533 -0.276 -0.478 0.476 -0.818
C 0.316610 1.606135 0.703838 -0.265 -0.349 0.123 -0.595
C -0.691562 0.638304 0.608943 -0.431 0.633 -0.609 0.569
C -1.789165 0.751387 -0.244438 -0.424 -0.631 0.131 -0.106
C -1.797300 1.745722 -1.192731 0.523 0.281 -0.078 -1.025
Ni -0.208652 -1.152433 0.205751 -1.380 0.698 0.969 -0.777
P 1.853206 -1.403010 0.680356 1.617 -0.201 1.001 1.622
H -1.288212 4.113460 -5.800343 0.049 0.286 0.150 0.384
H -0.400746 7.103951 -2.771061 -0.097 -0.191 -0.322 0.400
H -1.462734 5.969361 -7.459931 0.089 0.264 0.251 0.363
H -0.609095 8.843402 -4.552202 -0.064 -0.284 -0.234 0.370
H -2.616901 1.847327 -1.899365 0.168 0.057 0.151 0.597
H 1.092005 3.362356 -0.329880 -0.115 -0.281 0.164 0.586
H -2.631886 0.071826 -0.137881 0.187 0.279 -0.146 0.906
H 1.048934 1.558711 1.499370 0.101 0.065 0.015 0.768
C 2.128024 -2.896648 1.720592 -0.148 -0.125 -0.127 -0.926
C 3.165356 -3.902545 1.227657 0.296 -0.355 0.105 -1.278
H 1.142417 -3.375001 1.828084 0.302 0.033 0.093 0.538
H 2.405010 -2.517892 2.716825 -0.164 -0.034 -0.258 0.539
H 3.277776 -4.698112 1.975599 -0.026 0.175 -0.173 0.414
H 2.874161 -4.396756 0.293705 -0.016 0.133 0.130 0.297
H 4.160295 -3.463659 1.080661 -0.309 -0.025 0.020 0.271
C 2.261914 -1.726014 -1.065132 0.177 -0.416 -0.147 -0.134
C 3.164081 -0.734718 -1.783733 0.200 0.235 -0.384 -1.541
H 1.293732 -1.777267 -1.587581 0.210 -0.044 -0.142 -0.177
H 2.687462 -2.728575 -1.089052 0.013 -0.120 -0.296 0.361
H 3.105337 -0.933291 -2.860440 0.126 0.082 0.204 0.449
H 2.863430 0.310259 -1.634043 0.035 -0.256 0.008 0.282
H 4.212866 -0.844967 -1.483745 -0.298 0.072 -0.017 0.344
C 3.061846 -0.184834 1.308602 -0.247 0.465 0.069 0.151
C 4.470288 -0.729091 1.555764 0.273 -0.087 -0.022 -1.450
H 2.653577 0.229332 2.247307 0.066 -0.083 -0.291 -0.028
H 3.095399 0.639827 0.579282 -0.055 -0.204 0.262 0.418
H 5.123670 0.101195 1.855283 -0.208 -0.206 -0.048 0.424
H 4.486695 -1.463836 2.370435 0.009 0.162 -0.220 0.332
H 4.919262 -1.183197 0.660949 -0.154 0.085 0.257 0.280
Br -1.755838 -1.124331 2.025131 0.813 -0.179 -0.397 -0.199
P -2.481173 -3.519221 -1.706835 0.815 1.773 1.271 0.179
C -0.662650 -3.721670 -1.588328 -0.088 -0.124 -0.565 0.881
C -0.223589 -5.159490 -1.881898 0.295 -0.298 0.169 -1.499
H -0.352097 -3.390256 -0.573488 -0.213 -0.163 -0.197 -0.581
H -0.224324 -3.031588 -2.324571 -0.210 -0.219 0.098 0.333
H 0.847515 -5.187424 -2.117260 -0.284 -0.041 0.073 0.381
H -0.399530 -5.811306 -1.017587 0.002 0.098 -0.238 0.374
H -0.776967 -5.563396 -2.739253 0.253 0.062 0.177 0.438
C -3.113153 -3.417930 0.009943 -0.272 -0.720 -0.040 0.413
C -4.521865 -3.972010 0.218280 -0.279 -0.020 0.025 -1.388
H -3.094605 -2.353352 0.278653 0.134 -0.124 -0.324 -0.398
H -2.388448 -3.919245 0.666205 -0.099 -0.027 -0.286 0.526
H -4.722246 -4.052346 1.293843 0.006 0.011 -0.313 0.390
H -5.268420 -3.296297 -0.216421 0.091 -0.242 0.072 0.350
H -4.627653 -4.962038 -0.237438 -0.083 0.165 0.211 0.388
C -2.727952 -1.858776 -2.457268 -0.735 -0.259 -0.383 0.194
C -2.997250 -1.917949 -3.966942 0.047 0.104 -0.264 -1.388
H -1.846214 -1.241332 -2.240546 0.002 -0.242 0.095 -0.140
H -3.580172 -1.402082 -1.934708 0.115 -0.199 -0.096 0.498
H -3.379671 -0.949596 -4.314157 0.123 -0.288 0.071 0.408
H -2.082133 -2.138745 -4.529817 -0.208 0.007 0.110 0.339
H -3.739992 -2.688312 -4.203403 0.101 0.247 -0.013 0.395
C -0.645409 1.602095 6.573724 0.465 0.146 0.425 -0.899
N -0.117305 1.581622 5.217626 0.690 -0.072 -0.481 0.128
C -1.032400 1.222324 4.158658 -0.179 -0.352 -0.002 -0.665
C 1.212737 1.653932 4.907918 -0.747 0.329 0.213 0.548
C 2.146126 1.980648 6.041977 0.405 0.015 -0.180 -1.349
O 1.615160 1.505804 3.747486 -0.230 -0.209 0.159 -0.598
H -1.729174 1.481126 6.507180 0.274 0.084 0.216 0.307
H -0.407349 2.561078 7.061743 -0.226 -0.370 -0.078 0.312
H -0.225745 0.785774 7.188071 -0.241 0.291 -0.206 0.325
H -0.843809 1.801810 3.251715 -0.033 0.021 0.185 0.173
H -0.938768 0.155756 3.899772 0.064 0.568 0.323 0.116
H -2.051620 1.402818 4.516305 0.191 0.001 -0.282 0.371
H 2.216772 1.137556 6.737624 -0.096 0.185 0.013 0.339
H 3.136096 2.147154 5.607047 -0.211 0.012 0.171 0.315
H 1.830317 2.880573 6.585246 0.049 -0.304 -0.081 0.390



(3)
46
Properties=species:S:1:pos:R:3:forces:R:3:mulliken_charge:R:1 method="wB97M-V/def2-TZVPD" de_lowest_kj_mol=42.4 molar_mass_g_mol=431.0 orbital_gap_ha=0.1805
Cl -4.396425 -1.570498 2.669416 0.500 0.519 -0.135 -0.301
B -3.372070 -0.105397 2.200056 -1.605 0.279 -0.864 0.620
Cl -3.588311 0.333309 0.340750 0.046 -0.214 0.799 -0.293
Cl -3.821228 1.422515 3.193779 0.513 -0.607 -0.212 -0.295
O -1.939507 -0.493266 2.376246 1.990 1.290 0.011 -0.352
C -0.994250 0.354766 2.182125 -1.082 -0.937 0.692 -0.350
C 0.338042 0.068083 2.628799 0.559 -0.169 0.640 0.702
C 1.350824 1.055451 2.545601 0.024 -0.531 -0.177 -0.382
C 2.653333 0.771046 2.952115 -0.305 -0.265 -0.004 -0.683
C 2.957423 -0.486612 3.498434 -1.004 0.392 -0.404 0.391
Cl 4.571340 -0.855173 3.941422 0.004 -0.018 0.031 -0.179
C 1.939199 -1.429832 3.682803 -0.219 -0.198 -0.003 -0.629
C 0.636932 -1.158096 3.280205 0.338 0.475 -0.408 -0.358
H -1.238752 1.335019 1.758222 -0.030 -0.239 -0.051 0.368
H 1.107822 2.037106 2.145760 0.094 -0.171 -0.058 0.416
H 3.449509 1.491313 2.827263 -0.080 0.089 0.063 0.420
H 2.171357 -2.396068 4.123668 -0.007 0.231 -0.013 0.402
H -0.162045 -1.871757 3.450830 0.159 -0.016 -0.127 0.494
C 0.665675 -4.592440 -0.696253 -0.125 0.409 -0.044 -0.494
C -0.684103 -4.218741 -0.780955 0.237 -0.111 0.163 -0.486
C -1.041442 -2.886232 -0.976389 0.269 0.612 0.069 -0.435
C -0.060876 -1.865111 -1.098818 0.692 -1.608 -0.097 0.682
C -0.460772 -0.494851 -1.302727 0.091 1.159 -0.436 -0.138
C 0.406689 0.494258 -1.691065 -0.489 -1.448 -0.009 -0.435
N 0.023642 1.697997 -2.137601 -0.045 1.120 -0.228 0.233
C 0.946149 2.758537 -2.540761 0.239 -0.075 0.318 -0.648
C 0.054079 3.907044 -3.046167 0.044 -0.094 -0.103 -0.591
C -1.379080 3.572110 -2.604144 0.140 -0.191 0.303 -0.727
C -1.372446 2.070696 -2.268063 -0.474 -0.076 -0.130 -0.214
C 1.300968 -2.282144 -1.111155 -0.440 -0.062 0.237 -0.375
C 1.653358 -3.612580 -0.877958 -0.258 0.104 0.050 -0.657
H 0.947462 -5.625415 -0.491240 -0.107 0.263 -0.110 0.379
H -1.465732 -4.978253 -0.661803 0.316 0.334 -0.091 0.350
H -2.095409 -2.583509 -1.045471 0.434 -0.246 0.137 0.348
H -1.536034 -0.291937 -1.294850 0.451 -0.084 0.027 0.147
H 1.473122 0.260942 -1.781708 -0.331 0.357 0.122 0.340
H 1.549143 3.048420 -1.666682 -0.052 0.137 -0.200 0.313
H 1.652830 2.420950 -3.318762 -0.282 0.006 0.220 0.289
H 0.369531 4.878116 -2.651757 0.042 -0.201 -0.154 0.298
H 0.096748 3.951864 -4.134229 0.095 0.051 0.010 0.301
H -1.633590 4.140510 -1.706368 -0.056 -0.025 -0.104 0.323
H -2.109570 3.813809 -3.379813 0.070 -0.028 0.177 0.334
H -1.839661 1.466092 -3.071326 0.086 0.157 0.327 0.288
H -1.931291 1.877146 -1.335390 0.225 -0.036 -0.354 -0.016
H 2.094190 -1.550770 -1.306808 -0.291 -0.361 0.237 0.233
H 2.713225 -3.878418 -0.819230 -0.380 0.028 -0.117 0.367



Taking the records one at a time from the top gives F_max values of 0.043; 0.053; 0.046 hartree/bohr.